Record 1
{
  "formula": "C23H49BiN4OP3",
  "method": "ωB97M-V with the def2-TZVPD basis set",
  "symbols": ["Bi", "P", "P", "P", "H", "C", "C", "H", "C", "C", "C", "C", "C", "C", "C", "C", "C", "H", "H", "H", "H", "H", "H", "H", "H", "H", "H", "H", "H", "H", "H", "H", "H", "H", "H", "H", "H", "H", "H", "H", "H", "H", "H", "H", "H", "H", "C", "C", "C", "C", "C", "C", "O", "H", "H", "H", "H", "H", "H", "C", "N", "C", "N", "C", "N", "C", "N", "C", "C", "H", "H", "H", "H", "H", "H", "H", "H", "H", "H", "H", "H"],
  "xyz": [[0.05730, 0.51991, -0.17511], [0.63232, 2.07410, -2.11898], [-1.50163, -1.35743, -1.85153], [2.22344, 0.94171, 1.48643], [1.13576, -3.00869, -0.76060], [1.40090, -2.68889, 0.26848], [0.52235, -2.71638, 1.28544], [-0.51649, -3.04480, 1.14854], [1.96493, 1.44861, -3.18552], [-0.85706, 2.37652, -3.12437], [1.15556, 3.64485, -1.35613], [-2.03072, -3.03257, -1.32467], [-3.12362, -0.66619, -2.40536], [-0.70686, -1.72406, -3.45130], [2.66265, -0.16557, 2.87829], [2.02961, 2.58012, 2.30619], [3.77525, 1.09148, 0.53964], [2.41483, -2.24601, 0.36704], [0.77089, -2.31440, 2.27692], [2.11555, 2.21527, -3.96164], [1.66297, 0.49277, -3.65613], [2.90389, 1.30283, -2.61828], [-0.58763, 3.18896, -3.82002], [-1.70572, 2.69964, -2.48348], [-1.14507, 1.46836, -3.69430], [1.25248, 4.35879, -2.19083], [2.12943, 3.52950, -0.83477], [0.38764, 4.00687, -0.63895], [-2.58638, -3.55967, -2.11252], [-2.67982, -2.96055, -0.44184], [-1.15367, -3.63472, -1.05586], [-3.46335, -1.12663, -3.34647], [-3.04107, 0.41870, -2.56433], [-3.90155, -0.83884, -1.64272], [-1.31733, -2.41347, -4.04314], [0.26477, -2.19240, -3.26473], [-0.54137, -0.80843, -4.02912], [3.55784, 0.20188, 3.40238], [2.86171, -1.18157, 2.50344], [1.83458, -0.21965, 3.60204], [2.98074, 2.88882, 2.76937], [1.25813, 2.52738, 3.09656], [1.72640, 3.35315, 1.58020], [4.61067, 1.31436, 1.21408], [3.71425, 1.87995, -0.22359], [3.98528, 0.14042, 0.03007], [6.68725, 1.00117, -2.66678], [7.62705, 0.58988, -3.64031], [8.33487, -0.60741, -3.40524], [8.14606, -1.33085, -2.21281], [7.30588, -0.81540, -1.20938], [6.65349, 0.38959, -1.41741], [5.61869, 1.86182, -2.89199], [5.68735, 2.33830, -3.74033], [7.77629, 1.16462, -4.54920], [9.03051, -0.98478, -4.16217], [8.66864, -2.28499, -2.07446], [7.15331, -1.36790, -0.27761], [6.01319, 0.82994, -0.64771], [-1.55857, 0.40420, 2.89995], [-1.80323, 0.92551, 1.49148], [-1.84019, 2.43659, 1.53867], [-2.86451, 2.92930, 2.47757], [-2.57833, 2.37210, 3.81668], [-2.57536, 0.88571, 3.83815], [-3.91129, 0.42607, 3.36032], [-4.22574, 0.92352, 1.98722], [-3.17734, 0.45017, 1.07333], [-4.18448, 2.40560, 2.02707], [-0.57517, 0.74315, 3.24298], [-1.60263, -0.69300, 2.87054], [-2.08260, 2.80700, 0.52924], [-0.86176, 2.80329, 1.87436], [-3.36442, 2.72539, 4.50408], [-1.60080, 2.73748, 4.17527], [-3.94073, -0.67899, 3.36337], [-4.67848, 0.81783, 4.04250], [-3.38958, 0.84729, 0.07382], [-3.17858, -0.64989, 1.06519], [-4.94404, 2.75581, 2.73591], [-4.40786, 2.79721, 1.02013]],
  "mulliken_charge": [1.054, 0.574, 0.589, 0.487, 0.371, -0.613, -0.512, 0.277, -0.889, -1.084, -1.047, -1.382, -1.320, -1.235, -1.335, -1.220, -1.423, 0.366, 0.314, 0.468, 0.312, 0.189, 0.521, 0.348, 0.305, 0.530, 0.308, 0.341, 0.461, 0.369, 0.396, 0.472, 0.270, 0.442, 0.491, 0.358, 0.340, 0.472, 0.367, 0.400, 0.489, 0.372, 0.290, 0.575, 0.606, 0.427, 0.553, -0.714, -0.391, -0.585, -0.261, -0.298, -0.435, 0.297, 0.351, 0.372, 0.373, 0.373, 0.378, -0.739, 0.356, -0.767, 0.163, -0.718, 0.152, -0.724, 0.150, -0.526, -0.711, 0.230, 0.254, 0.305, 0.278, 0.371, 0.326, 0.323, 0.364, 0.116, 0.207, 0.373, 0.314],
  "total_charge": 3,
  "orbital_gap_ev": 2.912,
  "lumo_ev": -11.35
}



Record 2
{
  "formula": "C23H21AsN3NaO8",
  "method": "ωB97M-V with the def2-TZVPD basis set",
  "symbols": ["Na", "O", "C", "O", "C", "C", "C", "C", "C", "C", "O", "N", "O", "O", "N", "O", "O", "H", "H", "N", "C", "C", "C", "C", "C", "C", "C", "C", "C", "C", "C", "C", "C", "H", "H", "H", "H", "H", "H", "H", "H", "H", "H", "C", "As", "C", "C", "O", "H", "H", "H", "H", "H", "H", "H", "H", "H"],
  "xyz": [[2.94559, -0.07284, -0.25656], [0.33742, 0.70074, 1.19992], [1.11888, -0.27464, 1.12331], [2.06638, -0.46806, 1.99962], [0.22265, -0.93281, -0.91177], [-2.11880, -0.47923, -1.81566], [-1.92970, -0.69968, -3.28712], [-0.78677, -1.11742, -3.92116], [0.50753, -1.21056, -3.42522], [0.96336, -0.62134, -2.15400], [2.02849, -0.00270, -2.10965], [1.45259, -1.80858, -4.25235], [2.58758, -2.03984, -3.82998], [1.11471, -2.17312, -5.38905], [-3.07281, -0.55034, -4.05548], [-4.14263, -0.24560, -3.50172], [-3.01567, -0.70450, -5.28454], [-3.11353, -0.87599, -1.57415], [-0.90666, -1.39782, -4.96441], [1.10274, -1.15290, 0.10905], [-1.12795, -1.11358, -0.86056], [-1.77120, -1.84779, 0.23971], [-2.50407, -2.99487, -0.07709], [-3.07731, -3.76550, 0.91402], [-2.95607, -3.39295, 2.24323], [-2.26556, -2.23729, 2.56583], [-1.67652, -1.47203, 1.57780], [-2.13752, 0.98602, -1.42802], [-3.09929, 1.44705, -0.53925], [-3.10352, 2.76544, -0.12385], [-2.14760, 3.64522, -0.59775], [-1.18059, 3.19014, -1.47967], [-1.17417, 1.87163, -1.89293], [-2.60353, -3.29403, -1.11230], [-3.61553, -4.67012, 0.65769], [-3.40551, -3.99626, 3.02300], [-2.18077, -1.93466, 3.60326], [-1.15418, -0.56044, 1.81592], [-3.84375, 0.76192, -0.15595], [-3.85875, 3.10521, 0.57448], [-2.14748, 4.67878, -0.27309], [-0.42101, 3.87240, -1.84027], [-0.40872, 1.51578, -2.56567], [2.32656, 2.35723, 2.51947], [3.69636, 0.98604, 2.36042], [5.14921, 2.23533, 3.08746], [4.04566, -0.31100, 3.79162], [4.33989, 0.70287, 0.88639], [2.19504, 2.61682, 3.57092], [1.39632, 1.96724, 2.10511], [2.66024, 3.23710, 1.95917], [4.98109, 2.57573, 4.11368], [5.22517, 3.11524, 2.44260], [6.10891, 1.71359, 3.04663], [3.94338, 0.17654, 4.76263], [5.07545, -0.66263, 3.67376], [3.35599, -1.14293, 3.71250]],
  "nbo_charge": [0.930, -0.813, 0.806, -0.876, 0.193, -0.308, -0.051, -0.079, -0.189, 0.533, -0.631, 0.514, -0.447, -0.496, 0.499, -0.484, -0.494, 0.249, 0.272, -0.795, -0.068, -0.039, -0.202, -0.235, -0.247, -0.236, -0.140, 0.027, -0.151, -0.231, -0.239, -0.203, -0.199, 0.208, 0.191, 0.187, 0.194, 0.255, 0.198, 0.190, 0.190, 0.197, 0.216, -1.007, 2.052, -1.037, -0.971, -1.250, 0.211, 0.311, 0.215, 0.188, 0.206, 0.202, 0.209, 0.216, 0.260],
  "total_charge": -2,
  "orbital_gap_ev": 5.776,
  "lumo_ev": 3.85
}



Record 3
{
  "formula": "C4H10O",
  "method": "ωB97M-V with the def2-TZVPD basis set",
  "symbols": ["C", "C", "H", "H", "H", "H", "C", "C", "O", "H", "H", "H", "H", "H", "H"],
  "xyz": [[1.77469, 3.68644, 0.21297], [2.13839, 2.43506, 0.54558], [1.06483, 3.83478, -0.58676], [2.07765, 4.58589, 0.71243], [1.65315, 1.50339, 0.31628], [3.04996, 2.34278, 1.13974], [-1.86233, -1.45291, 0.33552], [-0.82116, -2.25964, -0.46000], [-1.39867, -3.42531, -1.04255], [-2.87398, -1.47650, -0.09249], [-1.50945, -0.40096, 0.42058], [-1.76595, -1.81947, 1.36752], [-0.48084, -1.52723, -1.18431], [-0.03829, -2.49759, 0.23024], [-1.00799, -3.52873, -1.91477]],
  "nbo_charge": [-0.381, -0.386, 0.185, 0.198, 0.197, 0.187, -0.628, -0.068, -0.721, 0.223, 0.204, 0.205, 0.156, 0.158, 0.471],
  "orbital_gap_ev": 10.777,
  "smiles": "C=C.CCO",
  "lumo_ev": 0.83
}



Record 4
{
  "formula": "C3H8O6P2",
  "method": "ωB97M-V with the def2-TZVPD basis set",
  "symbols": ["C", "C", "C", "O", "O", "O", "O", "O", "O", "P", "P", "H", "H", "H", "H", "H", "H", "H", "H"],
  "xyz": [[-1.41624, 1.46972, -0.03997], [-1.01399, -0.00131, 0.21593], [0.46901, -0.16952, 0.53957], [3.61409, 0.95609, -1.29062], [2.71560, -1.18237, -0.10228], [3.33096, 1.02852, 1.17729], [-2.84191, 1.25331, -0.28456], [-1.57440, -0.81375, -0.87792], [1.22182, 0.73097, -0.20191], [1.13459, -1.81258, -0.04665], [2.80778, 0.46597, -0.12306], [-1.50139, 2.12800, 0.85754], [-0.85611, 1.84642, -0.95691], [-1.44255, -0.45678, 1.08862], [0.38988, -0.04822, 1.58701], [-2.80378, 0.35712, -0.81089], [-1.70420, -1.74509, -0.36458], [-1.18361, -2.61749, 0.87573], [0.65443, -1.38899, -1.24234]],
  "nbo_charge": [-0.096, 0.029, -0.209, -1.187, -1.104, -1.211, -0.805, -0.895, -0.827, 0.855, 2.513, 0.180, 0.183, 0.207, 0.186, 0.493, 0.483, -0.707, -0.088],
  "total_charge": -2,
  "orbital_gap_ev": 6.080,
  "lumo_ev": 5.90
}